Density functional theory data (ωB97M-V with the def2-TZVPD basis set) for one molecule with the formula C10H8N2O2S in a non-equilibrium geometry.

Last column: Löwdin charge in e.
Atoms and positions in Å:
O1 -0.966 -1.809 -0.707  0.132
O2 -4.392 2.138 -1.086  0.079
S1 -0.212 2.047 1.052  0.785
C1 -0.601 -0.748 -0.307  -0.446
C2 -3.247 1.685 -1.199  -0.333
C3 -1.206 1.627 -0.135  -0.788
C4 3.258 -1.009 1.299  -0.095
C5 3.143 -0.307 0.116  -0.075
C6 2.241 -1.770 1.947  -0.052
C7 1.820 -0.060 -0.381  -0.032
C8 1.022 -1.674 1.306  -0.031
C9 0.769 -0.809 0.201  -0.190
N1 -2.235 2.387 -0.588  0.090
N2 -1.284 0.336 -0.793  0.024
C10 -2.577 0.264 -1.527  0.030
H1 4.366 -1.227 1.543  0.125
H2 4.000 0.187 -0.230  0.083
H3 2.337 -2.374 2.776  0.078
H4 1.764 0.564 -1.238  0.100
H5 0.217 -2.223 1.826  0.127
H6 -2.531 3.190 -0.065  0.148
H7 -2.448 0.138 -2.555  0.107
H8 -3.239 -0.552 -1.255  0.134

The structure (SMILES) is O=C1CN(C(=O)c2ccccc2)C(=S)N1. The largest force on an atom comes out at 4.79 eV/A. The molecular weight is 220.253 g/mol. Its total energy is -1044.02044 hartree. For the energy above the lowest of the compared OMol25 structures with the same formula, charge and spin, the calculation gives 117.16 kJ/mol. Its HOMO-LUMO gap is 8.6 eV.